Entry from the Open Molecules 2025 dataset: a cluster of 2 separate species, C3H9NO2 in total (ωB97M-V/def2-TZVPD).

Values from the calculation:
Calculated total energy in hartree: -324.9394
ΔE to the lowest compared entry with this formula, charge and spin in kcal/mol: 20.85
Max |F| in eV/Å: 0.94
SMILES: CC(N)=O.CO
E_LUMO in eV: 0.7

Geometry as ORCA input:
```
! RIJCOSX wB97M-V def2-TZVPD def2/J DEFGRID3
* xyz 0 1
O 3.214 1.340 0.999
C 2.812 2.211 0.240
N 1.503 2.290 -0.143
C 3.709 3.279 -0.347
H 1.169 3.020 -0.777
H 0.849 1.593 0.224
H 4.738 3.130 0.019
H 3.371 4.285 -0.048
H 3.716 3.224 -1.449
O -0.991 -1.607 2.026
C -1.400 -1.900 3.359
H -0.056 -1.312 2.057
H -2.451 -2.228 3.300
H -1.343 -1.015 4.015
H -0.803 -2.711 3.808
*
```

Charges in e, computed with Löwdin, in the same order as the atoms:
1. O 0.025
2. C -0.603
3. N 0.132
4. C -0.025
5. H 0.108
6. H 0.112
7. H 0.086
8. H 0.083
9. H 0.083
10. O -0.142
11. C -0.176
12. H 0.084
13. H 0.081
14. H 0.076
15. H 0.076